{
  "formula": "C3H6N2O",
  "method": "the ωB97M-V functional and the def2-TZVPD basis",
  "gap_ha": 0.29077,
  "e_above_lowest_kcal_mol": 107.6,
  "lumo_ev": 0.85,
  "total_charge": 0,
  "e_tot_ev": -8232.0331,
  "elements": ["C", "N", "C", "N", "C", "O", "H", "H", "H", "H", "H", "H"],
  "xyz": [[1.603, 0.364, 0.347], [0.497, 0.572, -0.366], [-0.464, -0.135, -0.936], [-0.483, -1.509, -0.947], [-0.887, 0.981, -0.052], [-1.285, 0.874, 1.252], [2.164, -0.542, 0.150], [2.084, 1.219, 0.804], [-0.705, 0.222, 1.674], [-1.349, -1.961, -1.186], [0.077, -1.993, -0.252], [-1.253, 1.907, -0.489]],
  "forces_ev_per_angstrom": [[0.150, -0.008, -0.143], [0.016, -0.166, -0.018], [0.240, -0.139, 0.093], [-0.092, 0.044, -0.047], [-0.208, 0.437, -0.055], [0.030, -0.147, -0.003], [-0.049, 0.126, -0.046], [-0.127, -0.107, -0.016], [-0.098, -0.037, 0.081], [0.065, 0.057, 0.003], [-0.017, 0.070, 0.116], [0.089, -0.131, 0.034]]
}


{
  "formula": "C3H6N2O",
  "method": "the ωB97M-V functional and the def2-TZVPD basis",
  "smiles": "NC(=O)N1CC1",
  "gap_ha": 0.39001,
  "e_above_lowest_kcal_mol": 54.0,
  "lumo_ev": 1.08,
  "total_charge": 0,
  "e_tot_ev": -8234.3585,
  "elements": ["N", "C", "O", "N", "C", "C", "H", "H", "H", "H", "H", "H"],
  "xyz": [[-0.144, -1.669, -1.512], [-0.325, -0.955, -0.341], [-0.572, -1.508, 0.716], [0.030, 0.517, -0.476], [-0.489, 1.571, 0.674], [0.727, 0.780, 0.792], [0.292, -1.286, -2.335], [-0.092, -2.679, -1.386], [-0.337, 2.679, 0.671], [-1.448, 1.302, 1.101], [1.663, 1.294, 0.618], [0.695, -0.046, 1.478]],
  "forces_ev_per_angstrom": [[-0.200, 0.212, 0.771], [0.119, 0.647, 0.005], [-0.282, 0.373, -0.956], [-0.395, -0.216, 0.576], [0.145, -0.621, -0.503], [0.269, 0.251, 0.304], [-0.121, 0.296, 0.289], [-0.117, 0.613, -0.044], [-0.294, -1.082, -1.389], [0.364, -0.467, 0.289], [0.096, 0.050, 0.381], [0.416, -0.057, 0.277]]
}


{
  "formula": "C3H6N2O",
  "method": "the ωB97M-V functional and the def2-TZVPD basis",
  "gap_ha": 0.29060,
  "e_above_lowest_kcal_mol": 137.1,
  "lumo_ev": -0.61,
  "total_charge": 0,
  "e_tot_ev": -8230.7545,
  "elements": ["C", "C", "N", "C", "N", "H", "H", "H", "H", "H", "H", "O"],
  "xyz": [[0.241, -0.604, -0.378], [1.358, 0.020, -0.855], [2.210, 0.776, 0.070], [1.093, 1.109, 0.632], [-0.057, 0.084, 0.843], [0.115, -1.675, -0.464], [1.605, 0.053, -1.906], [0.587, 2.055, 0.386], [0.079, -0.527, 1.657], [-2.581, -0.311, -0.756], [-1.905, -0.420, 0.617], [-2.744, -0.559, 0.154]],
  "forces_ev_per_angstrom": [[1.293, 0.144, 0.847], [0.394, -2.416, -0.725], [-2.570, 1.250, -0.627], [-0.971, 0.340, -0.411], [1.566, -0.337, -0.366], [-0.930, 0.216, -0.775], [0.867, -0.356, 0.140], [0.815, 0.766, 1.844], [0.066, 0.288, 0.136], [0.180, 0.076, -0.144], [-0.337, 0.326, -0.331], [-0.374, -0.295, 0.413]]
}


{
  "formula": "C3H6N2O",
  "method": "the ωB97M-V functional and the def2-TZVPD basis",
  "smiles": "N=C=N.CC=O",
  "gap_ha": 0.40820,
  "e_above_lowest_kcal_mol": 40.9,
  "lumo_ev": 0.96,
  "total_charge": 0,
  "e_tot_ev": -8234.9272,
  "elements": ["C", "C", "N", "N", "C", "O", "H", "H", "H", "H", "H", "H"],
  "xyz": [[-1.121, -1.132, 0.568], [1.669, 1.281, 0.226], [2.127, 0.163, 0.452], [1.196, 2.409, 0.170], [-1.306, -0.582, -0.818], [-0.442, -0.018, -1.452], [-0.138, -0.868, 0.963], [-1.231, -2.223, 0.541], [-1.900, -0.746, 1.234], [1.774, -0.561, -0.166], [1.623, 3.067, -0.470], [-2.311, -0.741, -1.264]],
  "forces_ev_per_angstrom": [[0.090, 0.032, 0.064], [0.096, -0.009, 0.032], [-0.221, 0.566, -0.146], [0.203, -0.485, 0.075], [0.237, 0.095, -0.160], [-0.373, -0.334, 0.277], [-0.185, -0.061, -0.025], [-0.024, 0.141, -0.016], [0.046, -0.046, -0.123], [0.028, 0.054, -0.025], [-0.009, -0.027, 0.033], [0.111, 0.075, 0.014]]
}


{
  "formula": "C3H6N2O",
  "method": "the ωB97M-V functional and the def2-TZVPD basis",
  "smiles": "Cc1nnco1.[H][H]",
  "gap_ha": 0.42277,
  "e_above_lowest_kcal_mol": 63.9,
  "lumo_ev": 0.96,
  "total_charge": 0,
  "e_tot_ev": -8233.9267,
  "elements": ["C", "C", "C", "N", "N", "O", "H", "H", "H", "H", "H", "H"],
  "xyz": [[2.077, -0.276, 0.608], [-0.005, -0.355, 0.421], [-1.355, 0.297, 0.416], [1.792, -1.439, 0.953], [0.372, -1.497, 0.839], [1.044, 0.496, 0.253], [-1.168, 0.473, -2.988], [3.046, 0.176, 0.535], [-1.040, 0.745, -2.307], [-1.020, 1.349, 0.439], [-1.941, -0.025, 1.322], [-1.802, 0.057, -0.490]],
  "forces_ev_per_angstrom": [[1.484, 1.756, -0.652], [-0.399, 0.324, 1.067], [1.740, 0.057, 1.832], [-1.348, -1.777, 0.297], [0.389, -0.744, 0.166], [-0.230, 0.259, -0.232], [0.026, 0.033, 0.077], [0.256, 0.000, 0.059], [0.018, 0.000, -0.197], [-1.112, -0.174, 0.093], [0.563, 0.474, -1.120], [-1.387, -0.207, -1.392]]
}


{
  "formula": "C3H6N2O",
  "method": "the ωB97M-V functional and the def2-TZVPD basis",
  "gap_ha": [0.31026, 0.30997],
  "e_above_lowest_kcal_mol": 118.3,
  "lumo_ev": [0.06, 0.20],
  "total_charge": 0,
  "e_tot_ev": -8231.5685,
  "elements": ["C", "C", "C", "N", "N", "O", "H", "H", "H", "H", "H", "H"],
  "xyz": [[-0.155, -0.318, 1.482], [0.153, 0.593, 0.165], [1.113, -0.238, -0.738], [-1.613, -0.804, -0.100], [-1.160, 0.486, -0.260], [-0.343, 0.116, 2.555], [0.561, 1.542, 0.289], [1.157, 0.325, -1.766], [0.838, -1.230, -0.890], [2.075, -0.189, -0.406], [-0.739, -1.427, -0.381], [-1.887, 1.146, 0.050]],
  "forces_ev_per_angstrom": [[-0.711, 0.897, 1.425], [0.976, -2.743, -1.546], [-1.930, 3.695, -2.421], [2.797, -0.659, -0.345], [-1.680, -0.776, -0.358], [0.261, -0.743, -0.528], [0.306, 1.885, 0.542], [-0.267, -1.217, 1.659], [-0.375, -1.558, -0.246], [2.615, 0.008, 1.301], [-2.848, 1.547, 0.498], [0.857, -0.336, 0.019]]
}


{
  "formula": "C3H6N2O",
  "method": "the ωB97M-V functional and the def2-TZVPD basis",
  "smiles": "c1c[nH]cn1.O",
  "gap_ha": 0.33591,
  "e_above_lowest_kcal_mol": 48.9,
  "lumo_ev": 0.64,
  "total_charge": 0,
  "e_tot_ev": -8234.5788,
  "elements": ["C", "C", "N", "C", "N", "H", "H", "H", "H", "H", "H", "O"],
  "xyz": [[-0.730, 0.990, -0.507], [-1.780, 0.046, -0.818], [-1.994, -0.710, 0.312], [-0.896, -0.601, 1.130], [-0.124, 0.448, 0.629], [-0.294, 1.903, -0.922], [-2.406, 0.319, -1.651], [-0.814, -0.621, 2.161], [0.782, 0.605, 1.051], [3.000, -0.220, -0.946], [2.617, -1.551, -0.303], [2.638, -0.608, -0.135]],
  "forces_ev_per_angstrom": [[0.752, -2.749, 0.574], [2.069, 3.651, 2.574], [1.494, -1.381, 0.297], [-1.762, 3.350, -4.671], [-1.252, -0.383, -0.075], [-0.308, -0.704, -0.329], [-0.716, -0.943, 0.151], [-0.217, -1.489, 1.915], [-0.106, 0.614, -0.478], [-0.141, -0.147, 0.296], [-0.063, -0.186, -0.012], [0.249, 0.365, -0.243]]
}


{
  "formula": "C3H6N2O",
  "method": "the ωB97M-V functional and the def2-TZVPD basis",
  "smiles": "N/C=C/C(N)=O",
  "gap_ha": 0.34848,
  "e_above_lowest_kcal_mol": 26.8,
  "lumo_ev": 0.83,
  "total_charge": 0,
  "e_tot_ev": -8235.5346,
  "elements": ["C", "C", "C", "H", "H", "H", "H", "H", "H", "N", "N", "O"],
  "xyz": [[-1.284, 0.174, 0.283], [-0.233, -0.503, -0.306], [1.121, -0.169, 0.001], [-2.925, -0.955, -0.320], [-3.233, 0.346, 0.673], [-1.017, 1.103, 0.799], [-0.251, -1.508, -0.848], [2.280, 1.588, -0.057], [0.713, 1.843, -0.597], [-2.595, -0.012, -0.084], [1.317, 1.228, -0.107], [1.969, -0.993, 0.228]],
  "forces_ev_per_angstrom": [[2.450, -0.951, -2.746], [-2.639, -1.498, 0.712], [0.224, 2.250, -0.754], [0.713, 0.483, -0.052], [0.752, -0.435, -1.322], [-0.475, -0.453, 0.157], [-0.711, 1.498, 0.768], [-0.759, -0.561, 0.146], [-0.672, -0.159, -0.378], [-2.195, 0.280, 2.255], [2.424, -0.561, 0.947], [0.887, 0.108, 0.268]]
}


{
  "formula": "C3H6N2O",
  "method": "the ωB97M-V functional and the def2-TZVPD basis",
  "gap_ha": 0.35963,
  "e_above_lowest_kcal_mol": 132.9,
  "lumo_ev": 0.95,
  "total_charge": 0,
  "e_tot_ev": -8230.9353,
  "elements": ["O", "C", "N", "C", "C", "N", "H", "H", "H", "H", "H", "H"],
  "xyz": [[1.788, -0.558, 1.060], [0.936, -0.170, 0.140], [0.561, 1.210, -0.114], [-0.891, 0.890, -0.186], [-0.652, -0.550, 0.212], [0.338, -1.023, -0.829], [0.953, 1.536, -0.993], [-1.327, 0.997, -1.186], [-1.463, 1.471, 0.542], [0.480, -0.545, 1.321], [-1.341, -1.285, 0.617], [0.618, -1.973, -0.585]],
  "forces_ev_per_angstrom": [[0.032, 0.032, -0.077], [0.260, 0.062, -0.051], [0.143, 0.072, -0.152], [-0.250, 0.049, -0.011], [-0.452, -0.116, 0.066], [0.129, -0.091, -0.017], [-0.026, -0.026, 0.086], [0.073, -0.003, 0.131], [0.090, -0.101, -0.088], [-0.071, -0.071, 0.190], [0.112, 0.113, -0.058], [-0.040, 0.079, -0.019]]
}